a | DFT (ωB97M-V/def2-TZVPD) results for a 9-piece molecular cluster, H18O9 overall.

Geometry as XYZ:
```
27
H18O9 (ωB97M-V/def2-TZVPD)
O 0.6872 1.1761 0.2319
H 0.4745 1.7210 -0.5341
H 1.2241 0.4621 -0.1299
O 1.0623 -3.2294 3.2741
H 1.6205 -2.7659 2.6397
H 0.7368 -2.5316 3.8538
O -1.3671 -1.9923 -0.9442
H -0.4608 -1.9476 -0.6195
H -1.8538 -2.4098 -0.2246
O -1.0111 3.0967 0.0803
H -1.8422 2.7543 -0.2675
H -1.0171 2.8305 1.0067
O -3.3749 3.4799 -0.3152
H -3.9951 4.0856 0.1060
H -2.7706 4.0584 -0.7940
O -2.2779 1.1804 -1.6348
H -2.9806 1.2606 -2.2897
H -1.4752 1.3907 -2.1252
O 2.7276 -2.2990 0.6953
H 1.7724 -2.4213 0.7359
H 2.9786 -2.6922 -0.1481
O 1.1796 -0.1736 2.4244
H 1.7879 -0.8068 2.0268
H 0.8263 0.3158 1.6729
O 2.1669 -1.3811 -2.6650
H 2.9016 -1.9675 -2.4524
H 2.2802 -1.1941 -3.6037
```

Summary:
SMILES string = O.O.O.O.O.O.O.O.O
LUMO energy = -0.071 eV

=====

b | DFT (ωB97M-V/def2-TZVPD) results for a 9-piece molecular cluster, H18O9 overall.

Geometry as XYZ:
```
27
H18O9 (ωB97M-V/def2-TZVPD)
O -0.1930 0.6896 -0.8520
H -0.4919 0.0238 -1.4815
H 0.5422 0.2663 -0.3944
O 4.9973 0.9968 -1.1682
H 4.5597 0.2851 -1.6489
H 4.7609 1.7916 -1.6596
O -2.2748 -2.0525 1.5546
H -1.9078 -1.3088 1.0636
H -3.2268 -1.9042 1.5281
O 2.6056 -4.3583 -1.1481
H 3.5144 -4.6555 -1.0264
H 2.5609 -3.5320 -0.6538
O 2.5504 -2.5319 2.2770
H 3.1679 -2.6132 3.0125
H 2.1213 -1.6814 2.4239
O -5.5419 -0.9489 -0.8000
H -4.8522 -0.9480 -1.4733
H -5.0569 -0.9749 0.0325
O -2.0135 3.3438 0.9374
H -1.1346 3.0870 0.6364
H -2.0295 3.0822 1.8649
O 1.9598 4.7397 0.4476
H 2.6497 4.9120 -0.2030
H 1.3933 4.0866 0.0214
O -2.7309 -0.2521 -1.2676
H -3.5257 0.2289 -1.5243
H -2.4041 0.2284 -0.4986
```

Summary:
SMILES string = O.O.O.O.O.O.O.O.O
LUMO energy = -0.362 eV

=====

c | DFT (ωB97M-V/def2-TZVPD) results for a 9-piece molecular cluster, H18O9 overall.

Geometry as XYZ:
```
27
H18O9 (ωB97M-V/def2-TZVPD)
O 0.2132 0.0697 -0.6043
H 0.4057 1.0025 -0.4168
H 0.2022 -0.3490 0.2534
O 0.4432 -1.6904 2.1884
H 1.3568 -1.9689 2.3819
H 0.4290 -1.3519 3.0679
O -1.9169 1.8123 0.5482
H -2.4949 2.1387 1.2266
H -2.4072 1.6901 -0.2416
O 1.2229 -2.7776 -0.6250
H 0.4217 -2.6452 -1.0680
H 1.7921 -2.0489 -0.8620
O 0.7312 -0.7275 -3.2298
H 0.6610 -0.6190 -2.2462
H 0.0364 -0.2642 -3.6285
O -2.2961 -1.5300 -0.2612
H -2.0504 -2.2931 -0.7536
H -1.5613 -0.9564 -0.5538
O 1.0311 2.5187 0.1518
H 1.6774 3.1614 0.4856
H 0.3629 2.5754 0.8167
O -2.0080 -0.3569 2.6736
H -2.0017 -0.5103 1.7567
H -2.8516 0.0970 2.7500
O 2.8491 1.3271 -1.4459
H 2.1439 1.8541 -1.0968
H 3.6082 1.8422 -1.2676
```

Summary:
SMILES string = O.O.O.O.O.O.O.O.O
LUMO energy = -0.029 eV

=====

Pick c: it beats the second-best structure by 19.9 kJ/mol.

=====

a | DFT (ωB97M-V/def2-TZVPD) results for C2H5PS as an isolated structure.

Geometry as XYZ:
```
9
C2H5PS (ωB97M-V/def2-TZVPD)
C -1.9914 0.8880 0.3616
C -1.1029 -0.0691 0.3465
P 1.8569 -1.0871 -0.5016
S 1.1724 0.5980 0.3035
H -2.9552 0.6811 0.1138
H -1.9229 2.0142 0.5293
H -0.9546 -1.1298 0.0642
H 2.7953 -0.5063 -1.5027
H 3.1024 -1.3889 0.2854
```

Summary:
LUMO energy = -0.141 eV

=====

b | DFT (ωB97M-V/def2-TZVPD) results for C2H5PS as an isolated structure.

Geometry as XYZ:
```
9
C2H5PS (ωB97M-V/def2-TZVPD)
C 0.3569 -0.5489 -1.1854
C 0.2151 0.5312 -0.2109
P -1.6006 0.1045 1.4056
S 1.6861 -0.3429 0.0808
H -0.1455 -1.4277 -1.1977
H 0.7025 -0.4179 -2.1819
H 0.2107 1.5750 -0.5349
H -1.0227 1.1305 2.1456
H -0.4025 -0.6039 1.6788
```

Summary:
LUMO energy = -0.128 eV

=====

Pick a: it beats the second-best structure by 6.7 kJ/mol.

=====

a | DFT (ωB97M-V/def2-TZVPD) results for a 2-piece molecular cluster, C2H7N2 overall.

Geometry as XYZ:
```
11
C2H7N2 (ωB97M-V/def2-TZVPD)
C 1.5693 -0.5144 0.2706
C -2.0989 0.0347 0.2443
N -0.9378 0.5436 -0.1231
N 2.3018 0.4628 -0.0454
H 1.8135 -1.5498 0.1960
H -1.8864 -1.0043 0.6431
H -2.8621 0.6325 0.8337
H -2.5936 -0.3351 -0.6333
H -0.5094 -0.0694 -0.9324
H 3.2632 0.4309 -0.4914
H 1.9404 1.3684 0.0378
```

Summary:
LUMO energy (spin up / spin down) = -7.134 / -5.380 eV
Charge = +1

=====

b | DFT (ωB97M-V/def2-TZVPD) results for an isolated ion of composition C2H7N2 and charge +1.

Geometry as XYZ:
```
11
C2H7N2 (ωB97M-V/def2-TZVPD)
N -1.1610 -0.7686 -1.3994
C -0.6929 -0.4177 -0.2131
C 0.6386 -0.1914 0.0727
N 0.9221 0.9422 1.0150
H -2.1389 -1.0333 -1.3998
H -0.7243 -1.0468 -2.2607
H -1.3603 -0.2031 0.6265
H 1.4814 -0.6710 -0.3904
H 1.7536 1.4719 0.7626
H 0.1289 1.5040 1.3172
H 1.1529 0.4137 1.8694
```

Summary:
SMILES string = N/C=C/[NH3+]
LUMO energy = -3.668 eV
Charge = +1

=====

Pick b: it beats the second-best structure by 455.2 kJ/mol.

=====

a | DFT (ωB97M-V/def2-TZVPD) results for C2H7N2 as an isolated structure.

Geometry as XYZ:
```
11
C2H7N2 (ωB97M-V/def2-TZVPD)
C -0.0806 -0.8894 0.6799
C 1.0049 0.6681 0.1525
N 1.0972 -0.6447 0.0531
N -0.2751 0.5699 0.8013
H -0.8322 -1.4143 0.1330
H -1.0465 -0.0755 -2.1262
H -1.8586 -0.1888 -2.0777
H 1.7003 1.4420 0.3827
H 1.7715 -1.3853 -0.2885
H -1.0997 1.1530 0.4090
H -0.3812 0.7649 1.8809
```

Summary:
LUMO energy (spin up / spin down) = -4.976 / -4.976 eV
Charge = +1

=====

b | DFT (ωB97M-V/def2-TZVPD) results for a 2-piece molecular cluster, C2H7N2 overall.

Geometry as XYZ:
```
11
C2H7N2 (ωB97M-V/def2-TZVPD)
C -2.1591 0.4072 0.7123
C -0.9378 0.1814 -0.0034
N 2.2524 -0.1006 0.0087
N -1.9944 0.0324 -0.6989
H -2.5497 -0.4836 1.1785
H -2.6412 1.3376 0.9607
H 0.0687 0.4667 -0.1867
H 3.2340 -0.0570 0.2411
H 2.1983 -0.0120 -1.0884
H -2.3280 0.1031 -1.6789
H 1.8669 -1.0436 0.1262
```

Summary:
LUMO energy = -5.987 eV
Charge = +1

=====

c | DFT (ωB97M-V/def2-TZVPD) results for a 2-piece molecular cluster, C2H7N2 overall.

Geometry as XYZ:
```
11
C2H7N2 (ωB97M-V/def2-TZVPD)
C 0.8108 -0.2589 -0.0050
C -0.3981 -0.8126 -0.0932
N -0.6196 -2.2412 -0.2510
N 0.0656 2.4295 0.1817
H 1.6292 -0.6092 0.6194
H -1.4257 -0.3933 0.0085
H -1.2267 -2.6270 -1.0264
H 0.1986 -2.8033 -0.2984
H -0.1859 2.4430 1.1616
H 0.5006 1.6000 -0.2196
H 0.6513 3.2731 -0.0775
```

Summary:
LUMO energy = -8.120 eV
Charge = +1

=====

Pick b: it beats the second-best structure by 182.2 kJ/mol.

=====

a | DFT (ωB97M-V/def2-TZVPD) results for an isolated ion of composition C2H7N2 and charge +1.

Geometry as XYZ:
```
11
C2H7N2 (ωB97M-V/def2-TZVPD)
C 0.2702 1.4709 -0.3685
N -0.6640 0.5115 -0.0090
C -0.2086 -0.5247 0.7784
N 0.0234 -1.5541 -0.2558
H -0.1341 2.4888 -0.3162
H 0.3840 1.2676 -1.4615
H 1.2331 1.3703 0.1271
H -1.0350 -0.9237 1.3806
H 0.6972 -0.4211 1.3661
H -0.4418 -2.4257 -0.0236
H -0.1243 -1.2600 -1.2175
```

Summary:
LUMO energy = -8.357 eV
Charge = +1

=====

b | DFT (ωB97M-V/def2-TZVPD) results for a 2-piece molecular cluster, C2H7N2 overall.

Geometry as XYZ:
```
11
C2H7N2 (ωB97M-V/def2-TZVPD)
C -0.2114 -0.9849 0.4292
C -1.3417 -0.2901 0.5245
N -1.4685 1.0313 0.1662
N 1.9745 0.2002 -0.7859
H -0.1624 -2.0694 0.6342
H -2.0543 -0.6388 1.2870
H -2.3765 1.2649 -0.2153
H -0.7032 1.5763 -0.2079
H 2.5393 -0.2803 -1.4705
H 2.5128 0.6185 -0.0384
H 1.2914 -0.4278 -0.3233
```

Summary:
LUMO energy = -8.754 eV
Charge = +1

=====

Pick a: it beats the second-best structure by 124.1 kJ/mol.

=====

a | DFT (ωB97M-V/def2-TZVPD) results for one molecule with the formula F3HN2.

Geometry as XYZ:
```
6
F3HN2 (ωB97M-V/def2-TZVPD)
F -0.6879 1.6983 0.4169
N 0.0338 0.6496 -0.1089
N -0.4340 -0.5823 -0.0001
F 0.2322 -1.2016 1.2833
F -0.0553 -1.4131 -0.9848
H 0.9111 0.8492 -0.6063
```

Summary:
SMILES string = FNN(F)F
LUMO energy = 0.339 eV

=====

b | DFT (ωB97M-V/def2-TZVPD) results for a 2-piece molecular cluster, F3HN2 overall.

Geometry as XYZ:
```
6
F3HN2 (ωB97M-V/def2-TZVPD)
N 0.4138 -0.4478 -0.2525
N -0.2526 0.5860 -0.4059
F -0.3628 -1.4762 -0.9310
F 0.6410 1.6779 -0.2436
F -1.3272 0.9177 0.4438
H 0.8877 -1.2576 1.3893
```

Summary:
LUMO energy (spin up / spin down) = -1.221 / -2.407 eV

=====

Pick a: it beats the second-best structure by 298.9 kJ/mol.